Entry 1:
{"formula": "C16H24ClHgN3O5STe", "method": "ωB97M-V/def2-TZVPD", "species": ["Hg", "C", "C", "C", "N", "N", "C", "N", "S", "H", "H", "H", "H", "H", "H", "H", "C", "C", "C", "C", "O", "H", "H", "H", "H", "H", "H", "H", "H", "H", "O", "Cl", "O", "O", "O", "C", "Te", "C", "C", "C", "C", "C", "C", "C", "H", "H", "H", "H", "H", "H", "H", "H"], "xyz": [[1.0598, 2.6086, -0.4036], [5.7134, 0.3919, 3.7008], [4.6221, -0.6831, 3.6738], [3.8666, -0.6753, 2.3785], [2.9170, 0.1439, 2.1039], [2.4237, 0.0192, 0.8236], [3.0205, -0.9105, 0.1467], [2.6733, -1.2867, -1.1160], [4.2703, -1.7289, 1.0498], [6.2375, 0.3920, 4.6589], [5.2710, 1.3760, 3.5447], [6.4444, 0.2198, 2.9092], [3.9082, -0.5111, 4.4791], [5.0669, -1.6680, 3.8243], [2.1363, -0.5982, -1.6378], [3.4111, -1.6847, -1.6719], [-0.6777, 1.7825, 3.5827], [-1.5151, 0.8493, 2.7003], [-1.4743, -0.5682, 3.2789], [-2.9635, 1.3447, 2.6487], [-0.9273, 0.8784, 1.4386], [-1.0533, 1.7896, 4.6118], [-0.7131, 2.7977, 3.1807], [0.3626, 1.4489, 3.5741], [-1.8736, -0.5986, 4.2979], [-0.4408, -0.9229, 3.2925], [-2.0643, -1.2447, 2.6525], [-3.4057, 1.4145, 3.6480], [-3.5680, 0.6615, 2.0445], [-2.9907, 2.3310, 2.1793], [2.1021, 0.2042, -5.4537], [2.3426, 0.7158, -4.1256], [2.4069, 2.1558, -4.1422], [3.5814, 0.1704, -3.6022], [1.2355, 0.2951, -3.2468], [-2.0777, -1.7926, -1.4289], [-0.9050, -0.1546, -0.6365], [-1.7964, 0.9641, -2.2270], [-2.7513, 0.0640, -2.9705], [-3.4815, 0.5454, -4.0573], [-4.3667, -0.2755, -4.7345], [-4.5344, -1.5958, -4.3287], [-3.8040, -2.0821, -3.2576], [-2.9034, -1.2631, -2.5767], [-2.7085, -2.2028, -0.6399], [-1.3945, -2.5779, -1.7555], [-0.9659, 1.2954, -2.8545], [-2.2951, 1.8383, -1.8100], [-3.3431, 1.5731, -4.3742], [-4.9239, 0.1100, -5.5797], [-5.2291, -2.2432, -4.8499], [-3.9255, -3.1127, -2.9427]], "largest_force_ev_per_a": 0.514, "charge": -1, "homo_lumo_gap_ev": [6.933, 7.352], "relative_energy_ev": 0.4148, "homo_ha": [-0.16893, -0.19118], "multiplicity": 2, "s2": 0.7559, "e_tot_ha": -2444.12759}

=====

Entry 2:
{"formula": "C16H24F2IrN5", "method": "ωB97M-V/def2-TZVPD", "species": ["Ir", "C", "C", "N", "C", "C", "N", "C", "C", "N", "C", "C", "N", "C", "C", "C", "C", "C", "C", "C", "N", "H", "H", "H", "H", "H", "H", "H", "H", "H", "H", "H", "H", "H", "H", "H", "H", "H", "H", "H", "H", "H", "H", "H", "F", "C", "F", "H"], "xyz": [[0.2484, 0.2169, 0.4030], [0.6553, -4.0814, 0.6735], [0.2589, -2.6605, 0.4695], [1.0557, -1.6709, 0.2692], [2.5041, -1.7847, 0.1203], [2.9330, -0.8714, -1.0462], [2.1506, 0.3943, -1.0812], [2.9183, 1.6504, -0.9651], [2.5382, 2.4073, 0.3068], [1.1038, 2.2973, 0.6553], [0.2270, 3.3277, 0.0072], [-0.6566, 2.7306, -1.0832], [-1.1679, 1.4735, -0.5604], [-2.3648, 1.0132, -0.6593], [-3.5435, 1.7021, -1.2517], [-2.4822, -0.3895, -0.1829], [-3.6307, -1.1545, -0.1202], [-3.5280, -2.5039, 0.2078], [-2.2822, -3.0718, 0.4343], [-1.1645, -2.2569, 0.3769], [-1.2866, -0.9481, 0.0923], [1.6587, -4.1616, 1.0814], [0.6135, -4.6420, -0.2642], [-0.0381, -4.5522, 1.3690], [2.8184, -2.8033, -0.1042], [2.9606, -1.4773, 1.0620], [2.8433, -1.3811, -2.0042], [3.9866, -0.6399, -0.8993], [1.5768, 0.4273, -1.9144], [2.8214, 2.2441, -1.8739], [3.9765, 1.4162, -0.8575], [2.8277, 3.4560, 0.2149], [3.0878, 1.9907, 1.1508], [1.0373, 2.4744, 1.6527], [0.8333, 4.1404, -0.3923], [-0.4093, 3.7411, 0.7888], [-0.0771, 2.4925, -1.9798], [-1.4238, 3.4452, -1.3748], [-3.3320, 2.7239, -1.5471], [-4.3555, 1.7171, -0.5220], [-3.8976, 1.1515, -2.1255], [-4.5945, -0.7114, -0.3288], [-4.4182, -3.1166, 0.2570], [-2.1866, -4.1277, 0.6446], [-0.7896, -1.0028, 2.7618], [-0.0694, 0.0975, 2.3803], [-0.7893, 1.1926, 2.7915], [0.8529, 0.0859, 2.9675]], "largest_force_ev_per_a": 2.862, "charge": 2, "homo_lumo_gap_ev": 7.481, "homo_ha": -0.54192, "multiplicity": 1, "e_tot_ha": -1201.39542}

=====

Entry 3:
{"formula": "C16H24F6NaO12P", "method": "ωB97M-V/def2-TZVPD", "species": ["Na", "P", "F", "F", "F", "F", "F", "F", "C", "C", "C", "O", "C", "O", "O", "H", "H", "H", "H", "H", "H", "C", "C", "C", "O", "C", "O", "O", "H", "H", "H", "H", "H", "H", "C", "C", "C", "O", "C", "O", "O", "H", "H", "H", "H", "H", "H", "C", "C", "C", "O", "C", "O", "O", "H", "H", "H", "H", "H", "H"], "xyz": [[3.2863, 6.6442, -5.5654], [2.9692, 2.8751, 0.0800], [4.4545, 2.2598, 0.3624], [3.6004, 3.4955, -1.3067], [2.6454, 1.4055, -0.5109], [1.5898, 3.5072, -0.3901], [2.3226, 2.4045, 1.4736], [3.3957, 4.2978, 0.8510], [-1.6107, 5.3876, 5.9207], [-2.9106, 5.7216, 5.3218], [-3.1640, 5.1909, 3.9575], [-4.5234, 4.9721, 4.0360], [-4.8742, 4.5332, 5.2326], [-5.9699, 4.0395, 5.5726], [-3.9592, 4.9289, 6.0170], [-1.7301, 5.2951, 7.0001], [-0.9235, 6.1991, 5.6810], [-1.2537, 4.5029, 5.3934], [-3.2650, 6.7265, 5.5513], [-2.6470, 4.2320, 3.9213], [-2.8530, 5.9082, 3.1980], [7.3902, -4.5468, -5.0493], [7.3047, -5.4221, -3.7944], [6.2719, -4.8678, -2.9134], [5.4333, -5.9847, -2.5812], [6.0330, -7.1264, -3.1432], [5.7150, -8.2566, -3.0283], [6.9919, -6.7476, -4.0102], [6.4356, -4.1424, -5.3858], [7.8337, -5.1157, -5.8665], [8.0501, -3.6804, -5.0059], [8.2335, -5.3204, -3.2329], [5.6237, -4.1703, -3.4438], [6.7526, -4.4408, -2.0332], [-0.3192, -4.2838, 2.9712], [-1.3333, -4.0481, 4.1257], [-1.6149, -2.5935, 4.3857], [-2.9370, -2.7738, 4.9419], [-3.5194, -3.8587, 4.4681], [-4.6587, -4.2895, 4.5939], [-2.5703, -4.4669, 3.7569], [0.6563, -3.8627, 3.2143], [-0.5548, -3.8643, 1.9931], [-0.2065, -5.3539, 2.7977], [-1.0167, -4.5473, 5.0415], [-1.5680, -1.9615, 3.4989], [-1.0566, -2.0360, 5.1378], [-4.4884, 2.9773, -3.8181], [-4.0194, 2.2463, -5.0326], [-2.7508, 1.3296, -4.9079], [-3.1831, 0.2611, -5.8117], [-4.4850, 0.3048, -6.0776], [-5.2003, -0.5150, -6.6486], [-5.0025, 1.2978, -5.4716], [-5.4581, 3.4618, -3.9321], [-3.7893, 3.7342, -3.4625], [-4.7877, 2.3197, -3.0020], [-4.0637, 3.0125, -5.8066], [-2.7720, 0.8851, -3.9129], [-1.9492, 1.9198, -5.3521]], "largest_force_ev_per_a": 5.011, "homo_lumo_gap_ev": 6.154, "relative_energy_ev": 5.0283, "homo_ha": -0.37586, "multiplicity": 1, "e_tot_ha": -2629.92424}

=====

Entry 4:
{"formula": "C16H24FNNbO5", "method": "ωB97M-V/def2-TZVPD", "species": ["C", "C", "F", "C", "Nb", "C", "C", "N", "O", "C", "O", "C", "C", "C", "C", "C", "C", "H", "H", "H", "H", "H", "H", "H", "H", "H", "H", "H", "H", "H", "H", "H", "H", "H", "H", "C", "C", "C", "O", "C", "O", "O", "H", "H", "H", "H", "H", "H"], "xyz": [[2.0599, 3.5325, 2.5157], [2.7664, 3.1466, 1.2381], [3.8823, 2.3891, 1.5705], [1.9142, 2.3769, 0.2394], [0.8987, 0.4195, 0.8634], [0.1202, -1.6080, 1.5317], [1.1751, -2.6271, 1.2424], [2.1692, -2.9181, 1.9765], [-0.4823, 1.5105, 1.9278], [-1.4203, 0.9480, 2.6595], [-1.2631, 0.4782, 3.7551], [-2.7865, 0.9844, 2.0414], [-3.1329, 2.0718, 1.2419], [-4.4048, 2.1718, 0.6898], [-5.3295, 1.1632, 0.9362], [-4.9750, 0.0743, 1.7238], [-3.7091, -0.0234, 2.2844], [1.8352, 2.6374, 3.0879], [1.1017, 3.9865, 2.2784], [2.6611, 4.1886, 3.1392], [3.1028, 4.0717, 0.7575], [2.5958, 2.0887, -0.5632], [1.1532, 3.0117, -0.2161], [-0.1611, 0.4401, -0.6554], [2.1376, -0.4661, -0.1025], [2.0766, 0.3740, 2.2886], [-0.0735, -1.7002, 2.5983], [-0.7465, -1.9032, 0.9376], [1.1119, -3.1763, 0.3037], [2.1688, -2.3312, 2.8112], [-2.4039, 2.8395, 1.0468], [-4.6607, 3.0222, 0.0810], [-6.3097, 1.2451, 0.4922], [-5.6980, -0.7124, 1.8873], [-3.4176, -0.8509, 2.9106], [2.0664, -3.4484, -4.9751], [1.6520, -2.6062, -3.7942], [0.1685, -2.5768, -3.5150], [0.0179, -1.3268, -2.8438], [1.0058, -0.5016, -3.2814], [1.0805, 0.6540, -3.0516], [1.9130, -1.2137, -4.0189], [3.1525, -3.4887, -5.0571], [1.6936, -4.4674, -4.8651], [1.6840, -3.0258, -5.9052], [2.2052, -2.9050, -2.8991], [-0.1689, -3.3937, -2.8806], [-0.4265, -2.5551, -4.4338]], "largest_force_ev_per_a": 2.655, "charge": -1, "homo_lumo_gap_ev": 7.337, "homo_ha": -0.17272, "multiplicity": 1, "e_tot_ha": -1211.76636}

=====

Entry 5:
{"formula": "C16H24FO12", "method": "ωB97M-V/def2-TZVPD", "species": ["F", "C", "C", "C", "O", "C", "O", "O", "H", "H", "H", "H", "H", "H", "C", "C", "C", "O", "C", "O", "O", "H", "H", "H", "H", "H", "H", "C", "C", "C", "O", "C", "O", "O", "H", "H", "H", "H", "H", "H", "C", "C", "C", "O", "C", "O", "O", "H", "H", "H", "H", "H", "H"], "xyz": [[0.3910, 0.0057, 0.2976], [-1.8260, -1.1623, 2.8706], [-2.3680, 0.3367, 2.5376], [-2.3700, 0.7407, 1.0156], [-3.7840, 0.8287, 0.7966], [-4.4680, 0.4567, 1.8326], [-5.6920, 0.5777, 1.8256], [-3.7360, 0.1287, 2.7426], [-0.8580, -1.1563, 2.6676], [-2.3590, -2.0443, 2.4756], [-2.2830, -1.3723, 3.9456], [-2.1860, 1.3697, 3.0206], [-1.9970, 0.1247, 0.4656], [-1.6890, 1.4487, 1.0036], [2.7810, -3.5233, 0.2056], [1.7680, -2.8353, 1.0256], [0.3490, -3.1113, 0.6726], [-0.1490, -3.9883, 1.7276], [0.7390, -4.0083, 2.7486], [0.6110, -4.6423, 3.7456], [1.8240, -3.3193, 2.3406], [3.7160, -3.3043, 0.3836], [2.6150, -3.5523, -0.7784], [2.8670, -4.5553, 0.2136], [2.0360, -1.6723, 1.0036], [0.0810, -3.4283, -0.1924], [-0.3420, -2.2453, 0.8986], [1.9950, 3.5907, -1.6964], [1.2760, 3.3707, -0.3264], [2.2170, 2.9167, 0.7916], [2.4300, 3.9427, 1.6196], [1.6120, 4.9797, 1.1976], [1.6910, 6.0927, 1.7016], [0.8640, 4.5947, 0.2706], [2.4920, 2.5977, -2.1594], [2.7010, 4.4947, -1.6064], [1.3280, 4.3127, -2.2984], [0.3980, 2.6557, -0.6594], [3.0850, 2.4537, 0.3176], [1.7760, 2.0547, 1.4276], [0.7600, -1.3313, -3.0564], [-0.6230, -0.7833, -2.7244], [-0.7020, 0.6997, -2.6544], [-1.8860, 1.0747, -3.3564], [-2.2520, 0.0677, -4.0994], [-3.2650, 0.0617, -4.7614], [-1.5730, -1.0353, -3.8244], [1.3210, -0.8793, -3.8404], [0.7950, -2.4133, -2.9884], [1.3380, -0.9023, -2.2954], [-0.9820, -1.0763, -1.6614], [0.0080, 1.3667, -3.1874], [-0.4740, 0.9957, -1.6234]], "largest_force_ev_per_a": 10.761, "charge": -1, "homo_lumo_gap_ev": 9.336, "relative_energy_ev": 4.1749, "homo_ha": -0.25600, "multiplicity": 1, "e_tot_ha": -1626.69265}